Record 1
59
Properties=species:S:1:pos:R:3 method="wB97M-V/def2-TZVPD" total_charge=0 e_lumo_ev="0.6 / -2.9" multiplicity=5 orbital_gap_ev="3.72 / 4.86" e_homo_ev="-3.1 / -7.8"
Pd 0.610 -0.292 0.317
P 2.306 0.882 1.264
Si 0.189 1.619 -1.245
O -1.549 -0.747 -1.656
O 1.119 -2.262 0.733
N -0.506 1.389 0.336
C 1.015 0.751 -2.717
C -2.798 -0.254 -1.157
C -1.318 2.057 1.187
C -1.804 1.475 2.402
C -1.895 -3.088 -0.982
C 1.744 -4.371 -0.130
C -3.249 3.403 2.720
C -2.685 4.030 1.604
C 2.656 -0.046 2.764
C -1.629 -2.114 -2.100
C -1.705 3.397 0.851
C 1.596 -2.877 -0.417
C 3.866 1.025 0.330
C 2.055 2.602 1.832
C 2.868 -2.267 -0.949
C -2.780 2.145 3.132
C -3.965 -0.430 -2.112
H -2.430 -2.197 -2.862
H -2.620 0.806 -0.971
H -3.013 -0.727 -0.187
H -4.776 0.228 -1.772
H -1.005 2.049 -2.007
H -3.024 5.032 1.325
H -1.874 -4.093 -1.420
H 1.687 3.241 1.017
H 0.889 -2.695 -1.281
H 1.943 -4.927 -1.060
H 1.239 2.666 -1.146
H -1.410 0.482 2.667
H 4.212 0.039 -0.011
H 0.526 -0.179 -3.011
H 3.613 0.265 3.190
H 2.089 0.620 -2.568
H -4.034 3.901 3.285
H 3.313 -2.955 -1.669
H 2.649 -1.342 -1.493
H 3.718 1.682 -0.542
H 0.869 1.493 -3.515
H -1.237 3.848 -0.024
H -2.883 -2.906 -0.553
H -0.657 -2.319 -2.571
H -3.214 1.714 4.040
H 1.330 2.622 2.659
H 3.022 2.999 2.187
H 4.621 1.472 0.996
H 2.653 -1.110 2.516
H -4.358 -1.453 -2.112
H 1.847 0.161 3.472
H -3.703 -0.145 -3.135
H 0.822 -4.737 0.344
H 3.595 -2.052 -0.161
H 2.576 -4.493 0.578
H -1.116 -3.019 -0.211

Record 2
20
Properties=species:S:1:pos:R:3 method="wB97M-V/def2-TZVPD" total_charge=0 e_lumo_ev=0.9 orbital_gap_ev=9.51 smiles=CC1(O)C[C@H]2C[C@@H]2C1 e_homo_ev=-8.6
O -2.021 -1.064 0.531
C 1.217 0.539 0.434
C -0.016 0.127 1.210
C -0.035 -0.651 -1.106
C 2.590 0.081 0.115
C 1.344 -0.686 -0.475
C -1.830 1.099 -0.382
C -0.987 -0.096 0.024
H -2.605 1.139 0.380
H -0.214 -0.015 -1.976
H 1.353 -1.534 0.208
H 0.150 -0.760 1.847
H -1.626 -1.929 0.530
H 1.085 1.485 -0.113
H -1.433 2.124 -0.624
H -2.433 0.885 -1.311
H 3.179 0.722 -0.512
H 3.136 -0.793 0.533
H -0.327 0.895 2.016
H -0.527 -1.568 -1.328

Record 3
45
Properties=species:S:1:pos:R:3 method="wB97M-V/def2-TZVPD" total_charge=0 e_lumo_ev=-5.2 orbital_gap_ev=1.42 e_homo_ev=-6.6
Br -1.774 2.263 3.734
Al 0.742 3.391 5.826
Al -1.639 0.525 0.394
F 5.824 -3.893 -1.665
F -0.241 6.033 -7.883
F 6.480 -2.448 1.474
O 0.279 1.338 5.747
N -3.062 2.840 -2.433
N 1.847 -2.989 0.872
C -2.758 3.969 -3.091
C -1.386 -0.088 2.333
C -3.001 1.695 -3.133
C 4.166 -3.167 0.504
C 3.064 -2.454 1.413
C -2.340 2.811 -5.125
C 1.890 -3.942 -0.266
C 0.130 -0.453 2.725
C 0.367 -2.069 2.818
C -2.646 1.628 -4.471
C -2.396 4.008 -4.428
C 0.468 -2.640 1.319
C 3.412 -4.095 -0.557
Be -1.342 3.900 -7.404
H 0.322 -0.003 3.765
H -2.056 2.799 -6.184
H -2.814 4.877 -2.501
H 1.063 0.907 6.126
H 3.175 -1.705 2.264
H -0.467 0.907 6.193
H -2.163 4.950 -4.911
H -0.531 -0.114 -0.554
H 0.083 -1.811 0.602
H 0.862 -0.010 1.963
H 1.275 -2.277 3.481
H -0.548 -2.492 3.389
H -3.253 0.798 -2.575
H -2.106 -0.969 2.521
H 1.046 -4.463 -0.823
H -2.611 0.676 -4.986
H -1.749 0.834 3.038
H -0.238 -3.541 1.248
H 5.319 -2.987 0.595
H 3.928 -4.718 -1.377
H -3.071 0.062 -0.187
H -1.551 2.118 0.211

Record 4
13
Properties=species:S:1:pos:R:3 method="wB97M-V/def2-TZVPD" total_charge=0 e_lumo_ev="-0.3 / -0.8" orbital_gap_ev="8.22 / 7.25" e_homo_ev="-8.5 / -8.0"
F -2.210 0.959 1.702
F -0.129 -0.523 -2.131
O 2.287 1.767 -1.892
O 1.932 1.913 0.364
C 2.093 1.819 -0.767
C -1.100 0.301 1.368
C 0.245 -0.364 -0.824
C -0.017 -1.535 -0.029
C -0.991 -0.270 0.129
H -1.886 -0.209 -0.486
H -0.400 -2.449 -0.476
H 0.557 -1.677 0.873
H -0.380 0.268 2.170

Record 5
13
Properties=species:S:1:pos:R:3 method="wB97M-V/def2-TZVPD" total_charge=0 e_lumo_ev="-0.9 / 0.0" orbital_gap_ev="6.79 / 8.85" e_homo_ev="-7.7 / -8.9"
O -1.118 1.013 -0.434
C 1.111 -0.250 0.545
C 1.785 1.007 0.543
C 0.539 -1.369 0.556
C -1.943 0.127 -0.882
H 2.866 0.840 0.471
H -1.933 -0.035 -1.983
H -0.531 -1.433 0.125
H 1.554 1.555 1.453
H 1.453 1.603 -0.306
H -2.992 0.220 -0.531
H 0.847 -2.333 0.909
H -1.637 -0.945 -0.466

Record 6
9
Properties=species:S:1:pos:R:3 method="wB97M-V/def2-TZVPD" total_charge=0 e_lumo_ev=-0.1 orbital_gap_ev=9.81 smiles="O=C1ON=CNO1" e_homo_ev=-9.9
O -0.712 0.807 0.647
O 0.165 -1.064 -0.547
O -1.767 0.046 -1.314
N 0.212 0.419 1.486
N 1.360 -0.223 -0.508
C 1.379 0.138 0.833
C -0.881 0.005 -0.514
H 2.148 0.190 1.743
H 2.372 -0.724 -0.791

Record 7
14
Properties=species:S:1:pos:R:3 method="wB97M-V/def2-TZVPD" total_charge=0 e_lumo_ev=0.9 orbital_gap_ev=11.11 smiles="[H]/N=C1/CO[C@H](C)O1" e_homo_ev=-10.2
O 0.964 0.918 0.070
O -0.627 -0.637 0.601
N -2.549 0.671 0.367
C -1.301 0.508 0.329
C 0.774 -0.434 0.426
C -0.288 1.563 -0.036
C 1.301 -1.360 -0.646
H -0.343 2.412 0.653
H -3.021 -0.192 0.637
H 2.377 -1.209 -0.769
H 0.802 -1.141 -1.595
H -0.458 1.925 -1.056
H 1.115 -2.404 -0.376
H 1.255 -0.620 1.394

The following DFT total energy values (in Eh) correspond, in order, to the records above: -1633.05220, -349.01142, -4065.66521, -542.99938, -232.24347, -412.45479, -361.83831.
The following F_max values (in Eh/bohr) correspond, in order, to the records above: 0.0509, 0.0666, 0.1503, 0.0340, 0.0409, 0.1302, 0.0072.
The following molecular weight values (in g/mol) correspond, in order, to the records above: 452.0, 112.2, 422.2, 134.1, 72.1, 102.0, 101.1.